<1>
C4H9N | the ωB97M-V functional and the def2-TZVPD basis

Element x y z (Å)
1 H -3.72 1.24 -1.44
2 H 3.73 0.45 -0.66
3 H -3.07 0.71 1.15
4 H 5.04 -1.09 0.66
5 H -2.18 1.17 -2.50
6 N -2.00 0.37 -0.67
7 H -1.97 -0.64 1.15
8 C -2.68 0.92 -1.57
9 H 2.29 0.27 0.45
10 C 4.00 -0.90 0.90
11 H -3.57 -0.68 0.26
12 C 3.27 -0.08 0.17
13 H 3.55 -1.63 1.57
14 C -2.69 -0.11 0.53

***

<2>
C4H9N | the ωB97M-V functional and the def2-TZVPD basis

Element x y z (Å)
1 H -0.10 -1.47 0.87
2 H 2.41 0.84 -0.41
3 N 0.44 0.04 -0.56
4 H -0.69 1.89 -0.75
5 H 2.37 -0.91 -0.18
6 C -0.45 -1.04 -0.10
7 C -1.65 -0.06 -0.01
8 H -2.16 -0.12 0.93
9 C 1.82 0.01 0.00
10 H -0.29 1.56 0.87
11 H -2.34 0.00 -0.84
12 H 1.88 0.11 1.08
13 H -0.67 -1.89 -0.82
14 C -0.56 1.05 -0.08

***

Each structure's energy above the most stable one, in kcal/mol: <1> 17.5; <2> 0.0.

***

<1>
C4H9N | the ωB97M-V functional and the def2-TZVPD basis

Element x y z (Å)
1 H -3.13 -0.23 0.68
2 H 2.11 0.14 1.49
3 H 0.01 1.86 -1.12
4 N -2.23 0.12 0.02
5 H -0.22 0.26 -1.92
6 H 2.05 -1.47 0.59
7 C 1.60 -0.54 0.71
8 C 0.47 -0.12 -0.05
9 C 0.37 0.80 -1.23
10 H 1.43 1.00 -1.59
11 C -0.91 -0.17 0.63
12 H -1.44 0.63 1.19
13 H 0.67 -1.08 -0.40
14 H -0.78 -1.22 1.00

***

<2>
C4H9N | the ωB97M-V functional and the def2-TZVPD basis

Element x y z (Å)
1 H 0.04 -1.93 1.14
2 H -0.55 0.80 -1.82
3 C 0.31 0.19 1.24
4 C -0.13 1.39 1.65
5 H -1.27 -1.01 2.02
6 H 1.04 0.80 -2.79
7 H 0.97 -1.35 -3.00
8 H -1.21 -0.97 0.29
9 H -0.99 1.50 2.29
10 C 0.28 0.24 -2.24
11 H 0.46 2.27 1.45
12 C -0.57 -1.02 1.18
13 H 1.35 0.11 0.93
14 N 0.27 -1.02 -2.34

***

<3>
C4H9N | the ωB97M-V functional and the def2-TZVPD basis

Element x y z (Å)
1 H 2.43 -0.42 0.43
2 C 2.35 0.40 -0.26
3 H 3.01 1.18 0.13
4 H 0.30 -0.41 1.16
5 H -1.60 0.20 -1.14
6 C 0.01 -0.03 0.21
7 C -1.21 -0.29 -0.26
8 H -1.81 -1.05 1.70
9 N 0.94 0.92 -0.25
10 C -2.19 -0.95 0.69
11 H -2.55 -1.93 0.35
12 H -3.12 -0.38 0.66
13 H 0.75 1.24 -1.19
14 H 2.60 0.08 -1.27

***

<4>
C4H9N | the ωB97M-V functional and the def2-TZVPD basis

Element x y z (Å)
1 C 0.21 0.40 1.33
2 H -1.45 0.45 -1.00
3 H -1.62 -0.89 1.29
4 H 1.06 0.21 2.04
5 C 0.56 0.97 0.02
6 H -0.60 1.05 1.77
7 H 0.85 -1.25 -1.51
8 H 1.58 0.62 -0.38
9 H 0.52 2.04 -0.09
10 C -0.49 0.09 -0.63
11 H 0.04 -1.74 0.60
12 C -0.58 -0.76 0.72
13 N -0.08 -0.83 -1.66
14 H 0.00 -0.37 -2.53

***

Each structure's energy above the most stable one, in kcal/mol: <1> 196.8; <2> 20.7; <3> 0.0; <4> 11.7.

***

<1>
C4H9N | the ωB97M-V functional and the def2-TZVPD basis

Element x y z (Å)
1 H 2.70 0.53 0.38
2 H -0.28 1.45 0.99
3 N 0.79 -0.18 0.07
4 C -0.17 0.44 0.63
5 C -0.04 -1.06 0.92
6 C -2.03 0.10 -0.46
7 H -1.31 -0.84 0.14
8 H -2.25 -0.47 -1.37
9 H 2.07 0.79 -1.27
10 H -1.79 1.12 -0.82
11 H 2.60 -0.83 -0.76
12 H 0.52 -1.33 1.84
13 C 2.11 0.09 -0.43
14 H -2.93 0.19 0.16

***

<2>
C4H9N | the ωB97M-V functional and the def2-TZVPD basis

Element x y z (Å)
1 H 1.24 1.88 -0.18
2 C 1.26 -0.23 -0.34
3 H -2.48 0.46 -0.43
4 H 1.16 -2.04 -0.97
5 H -0.83 1.08 1.20
6 C 1.92 1.01 -0.26
7 C -1.15 0.00 1.06
8 H 2.48 1.25 -1.23
9 H -2.81 -1.10 0.49
10 H -1.73 -1.08 -0.74
11 H 2.60 0.95 0.56
12 N 1.57 -1.13 -1.10
13 H -1.13 -0.61 1.92
14 C -2.10 -0.43 0.03

***

<3>
C4H9N | the ωB97M-V functional and the def2-TZVPD basis

Element x y z (Å)
1 C 0.53 -0.33 -0.76
2 H 0.35 -0.67 -3.27
3 N 0.59 -1.61 -1.44
4 H 1.40 -0.28 -0.10
5 H 0.61 0.53 -1.43
6 C 0.50 -1.59 -2.69
7 H 0.41 0.72 2.27
8 H -1.98 2.63 2.53
9 C -0.31 1.34 2.80
10 H -1.43 1.56 1.08
11 H -0.08 1.68 3.80
12 H -0.36 -0.23 -0.13
13 C -1.28 1.91 2.10
14 H 0.58 -2.55 -3.20

***

Each structure's energy above the most stable one, in kcal/mol: <1> 117.7; <2> 55.2; <3> 0.0.